No. 1
Below is a molecular structure, C12H30BeFN2O4Pb at a distorted geometry, with properties calculated with ωB97M-V/def2-TZVPD.

Summary:
Charge: +3
Orbital gap, eV: 3.7
HOMO energy, eV: -16.99

Last column: natural (NBO) charge in e.
Positions of all 51 atoms, in Å:
H1 -4.0825 0.8136 6.4692  0.194
O1 0.9556 1.1168 3.3170  -0.579
H2 -1.8576 1.1592 -2.3116  0.181
C1 -3.0761 1.4476 2.6035  -0.265
C2 0.6782 -1.2732 -4.8803  -0.258
H3 -4.8167 -0.5889 5.8089  0.201
N1 -1.6392 1.3238 2.4171  -0.585
H4 -1.0540 2.5416 4.0824  0.254
O2 -0.6206 0.0175 -3.4709  -0.640
C3 -0.8819 2.4640 3.0111  -0.278
H5 -4.7117 1.4442 4.0884  0.228
H6 0.7308 2.2068 1.5465  0.163
H7 -2.5036 1.0124 -3.9773  0.246
H8 4.0187 -0.8022 -4.2489  0.242
C4 3.1300 -3.0295 -1.1271  -0.255
H9 3.7508 -3.8406 -1.5046  0.227
H10 3.6036 -2.5142 -0.2956  0.229
H11 1.1601 3.1517 2.9884  0.241
H12 -2.6240 -0.2501 -2.8355  0.203
H13 4.0468 -3.0829 -3.6123  0.239
C5 3.0737 -2.5909 -3.6118  -0.083
H14 -0.1799 0.5992 -5.3670  0.210
H15 2.5471 -0.0050 3.6924  0.202
O3 2.7351 -2.2032 -2.2647  -0.669
Pb1 1.2489 -0.2302 -1.8519  1.681
H16 -1.3858 -0.7714 -5.2074  0.232
C6 0.5886 2.2953 2.6278  -0.088
C7 -3.6269 1.3387 4.0166  -0.076
H17 -3.1849 -0.7041 6.5031  0.213
H18 2.3360 -3.3710 -3.8095  0.204
Be1 -0.0840 -0.7053 2.0178  1.490
C8 3.1191 -1.3597 -4.5100  -0.275
H19 -1.1430 3.4553 2.6258  0.239
H20 0.4916 -2.0017 -4.0868  0.191
H21 2.2083 -3.4868 -0.7655  0.184
H22 0.8503 -1.7101 -5.8656  0.246
H23 -3.4198 0.6353 1.9555  0.205
H24 2.8163 1.6514 4.1700  0.229
F1 1.9866 -0.5142 0.5750  -0.835
H25 2.0642 0.0797 -5.3182  0.413
O4 -3.2357 0.1395 4.6258  -0.541
C9 -0.4677 -0.3137 -4.8395  -0.081
H26 2.8495 1.2111 2.4096  0.199
C10 2.3940 1.0287 3.3815  -0.268
H27 3.2729 -1.6547 -5.5517  0.238
N2 1.9028 -0.5220 -4.5151  -0.685
C11 -1.9318 0.5189 -3.1932  -0.280
H28 -3.5353 2.3492 2.1847  0.245
C12 -3.8497 -0.0897 5.9010  -0.271
H29 -3.1800 2.1686 4.5781  0.176
H30 -1.4672 1.4452 1.4245  0.368

***

No. 2
Below is a molecular structure, C12H30CeClIN3O3P2 at a distorted geometry, with properties calculated with ωB97M-V/def2-TZVPD.

Summary:
Charge: +2
Orbital gap (alpha / beta), eV: 4.8 / 5.1
HOMO energy (alpha / beta), eV: -14.09 / -14.09
2S+1: 2

Last column: Löwdin spin population.
Positions of all 53 atoms, in Å:
H1 -2.8968 2.6275 3.0616  0.000
C1 -1.5624 -1.4289 3.8927  0.000
H2 0.9458 0.4829 -3.3898  0.000
C2 -0.5980 -0.1435 5.6955  0.000
H3 -2.5136 3.8971 4.2978  0.000
C3 -2.2946 2.8601 3.9686  0.000
O1 -0.6342 -2.6434 1.2478  0.274
C4 1.9980 1.4526 4.2779  0.001
H4 -2.1544 -2.0169 4.6265  0.000
H5 3.6065 -0.4657 -0.3821  0.000
N1 -1.3095 -0.0865 4.4170  0.000
C5 -3.7204 1.8590 -5.1120  0.000
H6 -0.3887 0.8809 6.0678  0.000
P1 -0.4892 1.0065 3.2052  0.000
H7 3.0866 1.5693 4.0838  0.000
H8 1.6401 -0.7313 1.7760  0.004
H9 2.9662 -0.4636 2.8723  0.001
H10 2.1458 -3.0003 -0.4623  0.000
C6 -3.9713 2.9322 -6.1342  0.000
H11 -0.9704 3.4851 1.7191  0.000
H12 2.5108 -3.0286 -2.2106  -0.001
H13 0.6702 3.5243 2.4782  0.000
H14 -0.5772 4.6907 3.0112  0.000
C7 -0.4165 3.6461 2.6694  0.000
H15 3.8544 -0.6108 -2.1478  0.000
C8 -0.3858 -1.6090 0.7595  0.272
P2 1.5076 -0.9077 -1.5084  -0.003
C9 1.8567 -0.4510 2.8125  0.009
O2 -4.2978 0.8337 -4.9658  0.000
N2 1.3420 0.8937 3.0868  0.003
Cl1 0.5045 2.1084 -0.9961  0.009
H16 3.1263 0.8714 -1.4476  0.000
O3 -1.1727 0.8260 1.8007  -0.003
C10 1.7823 -2.7184 -1.4543  -0.002
H17 1.8876 0.7974 5.1623  0.000
H18 -3.0616 3.0847 -6.7216  0.000
H19 0.3439 -0.7237 5.6039  0.000
Ce1 0.0000 0.0000 0.0000  0.439
H20 0.1298 -1.0911 -3.4928  0.000
H21 -1.2317 -0.6508 6.4541  0.000
C11 1.0759 -0.5946 -3.2609  -0.001
H22 -2.1727 -1.3622 2.9688  0.000
H23 -4.8053 2.6357 -6.7755  0.000
N3 -0.8588 2.7091 3.7082  0.000
I1 -2.0136 2.4031 -3.7657  0.000
C12 3.1977 -0.2161 -1.3649  -0.001
H24 -4.1905 3.8710 -5.6178  0.000
H25 1.8589 -0.9623 -3.9329  0.000
H26 -0.6188 -1.9724 3.6957  0.000
H27 1.6060 2.4609 4.5148  0.000
H28 -2.6024 2.1854 4.7957  0.000
H29 0.8342 -3.2341 -1.6298  0.000
H30 1.4673 -1.1956 3.5338  0.000

***

No. 3
Below is a molecular structure, C12H30Cl2NOPPb at a distorted geometry, with properties calculated with ωB97M-V/def2-TZVPD.

Summary:
Charge: 0
Orbital gap, eV: 8.2
HOMO energy, eV: -8.73

Last column: natural (NBO) charge in e.
Positions of all 48 atoms, in Å:
C1 2.6737 -1.5127 -2.2361  -0.619
N1 -0.9001 -0.1758 7.7247  -0.444
H1 0.6063 1.6997 3.9324  0.020
P1 0.4218 0.1046 -2.4582  0.833
H2 2.0746 -2.4332 -2.2652  0.206
H3 0.7422 2.4150 3.6585  -0.018
H4 1.0873 1.5478 -5.2090  0.212
H5 -1.7168 0.2757 9.5452  0.210
H6 -1.6366 2.3873 -2.6286  0.208
H7 -2.5437 -0.1599 -2.4672  0.207
H8 0.2632 3.0780 -4.9020  0.213
H9 -1.5606 -2.7538 -3.8767  0.211
C2 -0.4077 0.2029 6.5180  0.531
H10 -1.1357 -2.2604 7.6417  0.209
H11 -0.6762 1.5816 -5.0207  0.205
H12 -0.9715 1.6788 8.6998  0.199
C3 -0.6228 -1.4948 8.2378  -0.408
H13 -0.9983 -1.5077 9.2556  0.193
H14 -0.4863 3.7371 -2.6004  0.213
H15 1.7852 -0.1964 -5.3265  0.203
Cl1 1.2262 -1.5894 0.7732  -0.641
C4 2.0824 -0.4441 -3.1562  -0.491
H16 -0.4972 2.5577 -1.2757  0.200
C5 0.2649 2.0062 -4.6539  -0.614
C6 0.4183 1.8474 -3.1403  -0.508
H17 1.5650 -1.8555 -4.7378  0.206
H18 -1.0500 -2.4350 -2.2023  0.221
H19 3.6998 -1.7622 -2.5391  0.203
H20 -0.3954 -0.6388 -4.6173  0.218
C7 -0.7689 -0.7729 -3.5911  -0.516
H21 2.6967 -1.1671 -1.2009  0.242
H22 0.1588 -2.7703 -3.4586  0.212
C8 2.1398 -0.9321 -4.6033  -0.614
Pb1 -0.2764 0.4251 0.8989  1.179
O1 0.4448 -0.4368 5.9054  -0.609
H23 0.4559 -1.7075 8.2188  0.218
C9 -1.5793 0.7678 8.5836  -0.405
H24 -0.8775 1.1435 6.1487  0.107
H25 2.7046 0.4617 -3.0732  0.214
H26 -2.5517 1.0445 8.1452  0.199
C10 -2.1904 -0.2104 -3.5091  -0.612
H27 -2.8628 -0.8864 -4.0546  0.216
Cl2 -1.7211 -1.0982 2.2218  -0.630
H28 3.1879 -1.1622 -4.8489  0.217
H29 1.4219 2.2153 -2.8746  0.218
C11 -0.6113 2.6739 -2.3641  -0.609
H30 -2.2906 0.7811 -3.9569  0.207
C12 -0.7924 -2.2690 -3.2608  -0.615

***

No. 4
Below is 9 unconnected molecules or ions with the total composition C12H30Cl6N6O12 at a distorted geometry, with properties calculated with ωB97M-V/def2-TZVPD.

Summary:
Charge: 0
Orbital gap, eV: 10.7
HOMO energy, eV: -10.62
SMILES: C[N+](=O)[O-].C[N+](=O)[O-].C[N+](=O)[O-].C[N+](=O)[O-].C[N+](=O)[O-].C[N+](=O)[O-].ClCCCl.ClCCCl.ClCCCl

Last column: natural (NBO) charge in e.
Positions of all 66 atoms, in Å:
C1 -1.9280 -0.2099 -3.7228  -0.484
O1 3.7768 -1.8113 -1.9004  -0.411
Cl1 0.8297 1.8891 -0.2891  -0.072
H1 3.2546 0.9491 -1.1857  0.254
N1 -0.9387 5.5356 -2.9749  0.534
Cl2 -1.3765 -0.2026 3.9758  -0.073
H2 -2.9645 -0.0054 -3.4677  0.241
O2 -2.0297 5.9743 -3.2706  -0.368
H3 3.5279 1.6030 5.2248  0.235
H4 -2.0598 1.0832 5.7949  0.225
O3 1.4374 -0.6804 -3.2602  -0.410
H5 1.9498 -1.8032 -5.3259  0.229
Cl3 3.1476 -5.0515 1.5090  -0.046
C2 4.1865 0.4025 -1.2960  -0.487
H6 4.4873 0.0598 4.9329  0.241
N2 3.7912 -1.0021 -0.9868  0.546
C3 1.9644 -2.5418 -4.5318  -0.481
H7 1.0615 -3.4071 0.3144  0.239
O4 -4.3453 4.2178 0.2884  -0.361
O5 -1.0998 -2.1823 -4.6485  -0.407
H8 -1.9291 -0.6039 6.2122  0.229
C4 -4.9028 1.9921 0.4770  -0.494
C5 4.2187 1.0577 4.5965  -0.487
O6 0.1147 6.1240 -3.1181  -0.392
H9 -0.1704 3.5613 -2.8751  0.227
H10 -1.8561 3.7405 -2.2769  0.253
H11 4.5804 0.4179 -2.3032  0.228
H12 -0.3999 4.3506 -1.3738  0.239
H13 -4.4899 1.9726 1.4814  0.248
H14 -4.3360 -0.0276 6.1636  0.227
C6 -3.8131 -0.0146 5.2110  -0.389
H15 -4.7328 1.0541 -0.0380  0.231
H16 -0.2255 -0.7993 -0.6991  0.227
C7 -0.8763 4.1951 -2.3395  -0.500
Cl4 -4.3940 1.3782 4.2630  -0.064
C8 -2.3341 0.0791 5.4702  -0.380
C9 1.4528 -5.3723 1.0862  -0.394
O7 -3.7402 2.8982 -1.2937  -0.397
H17 -1.5067 0.7041 -4.1314  0.241
H18 5.1564 1.6001 4.4921  0.232
N3 3.5894 0.9207 3.2574  0.539
C10 0.6116 -4.1327 0.9781  -0.390
C11 -0.5225 -0.4363 0.2817  -0.396
H19 1.4671 -0.0455 0.8874  0.251
Cl5 0.3920 -3.3236 2.5503  -0.072
H20 -1.3909 -0.5929 -2.8646  0.234
H21 4.8997 0.6929 -0.5314  0.239
H22 -4.0138 -0.8765 4.5805  0.230
H23 0.2815 0.8148 1.8053  0.235
Cl6 -2.1324 0.3091 0.0970  -0.090
H24 1.2981 -3.3468 -4.8203  0.243
H25 -0.6192 -1.2959 0.9472  0.238
C12 0.5335 0.5087 0.7900  -0.401
H26 1.4775 -5.8628 0.1092  0.225
O8 1.0739 -2.6172 -2.3918  -0.378
H27 1.0106 -6.1303 1.7317  0.219
O9 4.2996 0.6905 2.3048  -0.371
O10 2.3788 1.0312 3.2152  -0.385
N4 -1.8529 -1.2368 -4.7957  0.539
H28 -0.3814 -4.4036 0.6239  0.223
H29 2.9815 -2.8338 -4.2839  0.244
H30 -5.9841 2.1145 0.4987  0.236
O11 3.4561 -1.2528 0.1464  -0.373
N5 1.4471 -1.8984 -3.2879  0.557
N6 -4.2742 3.1270 -0.2239  0.539
O12 -2.5151 -1.0479 -5.7894  -0.366

***

Number 1: E_tot -32434.28725 eV. Number 2: E_tot -75652.35105 eV. Number 3: E_tot -56050.70132 eV. Number 4: E_tot -121559.86804 eV.